# 1
{"formula": "C4H6N2", "method": "the ωB97M-V functional and the def2-TZVPD basis", "species": ["H", "N", "C", "C", "C", "N", "C", "H", "H", "H", "H", "H"], "xyz": [[1.34388, 1.85780, -0.92329], [1.95039, 1.04158, -0.83540], [1.13649, 0.44730, -0.08223], [-0.26080, 0.70184, 0.44231], [-1.16991, -0.20924, -0.38840], [-0.45204, -1.39130, 0.14614], [0.57462, -0.57566, 0.75632], [-0.68808, 1.24006, 1.28395], [-1.08852, -0.05633, -1.47574], [-2.23363, -0.20710, -0.12550], [-0.13380, -2.08030, -0.52270], [1.02139, -0.76864, 1.72454]], "forces_ev_per_angstrom": [[1.0, 0.9, -1.0], [-0.5, -0.1, 0.6], [-1.2, 0.8, 0.2], [0.0, -0.4, 0.4], [-0.2, -0.2, -0.1], [0.0, -0.7, -0.2], [0.2, -0.4, 0.5], [0.5, 0.6, -0.4], [0.0, 0.0, 0.2], [0.2, 0.0, 0.1], [0.0, 0.0, -0.1], [-0.1, -0.4, 0.0]], "homo_lumo_gap_ev": 9.9, "multiplicity": 1, "lumo_ev": 1.0, "de_lowest_kcal_mol": 91.0, "energy_ha": -265.3905}



# 2
{"formula": "C24H25FMnN3O3Si", "method": "the ωB97M-V functional and the def2-TZVPD basis", "species": ["Mn", "C", "O", "C", "C", "C", "C", "C", "C", "N", "N", "C", "O", "C", "C", "C", "C", "C", "C", "C", "O", "H", "H", "H", "H", "H", "H", "H", "H", "H", "H", "H", "H", "C", "Si", "C", "C", "N", "C", "C", "C", "C", "C", "C", "F", "H", "H", "H", "H", "H", "H", "H", "H", "H", "H", "H", "H", "H"], "xyz": [[0.21938, 0.03330, 0.42637], [3.83926, 1.86005, -0.92722], [4.30290, 2.29145, 0.34928], [3.85327, 1.73909, 1.51096], [4.66264, 1.96527, 2.61100], [4.34988, 1.46428, 3.87148], [3.20249, 0.73184, 4.03918], [2.34002, 0.50197, 2.95667], [1.12388, -0.21169, 3.19995], [0.22409, -0.46816, 2.30931], [-0.90637, -1.14605, 2.72871], [-1.69392, -1.34631, 1.71099], [-1.37463, -0.95175, 0.50513], [-2.97642, -2.03997, 1.91365], [-3.63267, -2.58806, 0.81451], [-4.84143, -3.24208, 0.98303], [-5.40658, -3.33898, 2.24675], [-4.75640, -2.78859, 3.34352], [-3.54257, -2.14301, 3.18166], [2.65042, 1.00795, 1.66562], [1.84309, 0.82073, 0.64387], [4.47588, 2.37154, -1.64636], [2.79960, 2.12334, -1.10611], [3.95648, 0.78030, -1.04515], [5.56147, 2.54832, 2.45798], [5.01529, 1.64610, 4.70389], [2.94092, 0.32746, 5.01000], [0.92861, -0.55200, 4.21293], [-3.18386, -2.49106, -0.16509], [-5.34283, -3.67261, 0.12610], [-6.35789, -3.83897, 2.37680], [-5.19949, -2.86035, 4.32828], [-3.01884, -1.71234, 4.02415], [1.59907, -1.97103, -1.35740], [0.71709, -0.79784, -2.55982], [1.97432, -0.08079, -3.77287], [-0.56355, -1.81486, -3.50379], [0.03324, 0.39742, -1.50435], [-0.77441, 1.43899, -1.87116], [-1.13112, 1.77170, -3.19256], [-1.95505, 2.84491, -3.47943], [-2.47375, 3.64613, -2.47147], [-2.14519, 3.35681, -1.15390], [-1.31922, 2.29319, -0.90335], [-0.99088, 2.02451, 0.41652], [2.06586, -2.81222, -1.87177], [0.87906, -2.39084, -0.64445], [2.38377, -1.45219, -0.79803], [2.49837, -0.88735, -4.29120], [2.71735, 0.52954, -3.25717], [1.49878, 0.54689, -4.52935], [-0.07587, -2.63302, -4.03877], [-1.11841, -1.22251, -4.23367], [-1.28649, -2.24809, -2.80931], [-0.74180, 1.15363, -3.99273], [-2.19725, 3.06166, -4.51251], [-3.12390, 4.47861, -2.69968], [-2.52571, 3.94572, -0.32966]], "forces_ev_per_angstrom": [[-0.4, 0.1, -1.2], [0.0, -0.1, 0.0], [-0.2, 0.1, 0.1], [0.1, -0.1, -0.1], [-0.1, -0.1, 0.0], [0.0, 0.0, 0.0], [-0.1, -0.1, 0.1], [0.3, 0.3, -0.4], [-0.2, 0.0, -0.1], [0.3, 0.1, 0.4], [-0.5, -0.3, 0.2], [0.6, 0.2, 0.5], [-0.4, -0.3, -0.2], [-0.2, -0.1, -0.2], [0.1, 0.1, 0.0], [0.0, 0.0, 0.0], [0.0, 0.0, 0.0], [0.0, 0.0, 0.0], [0.1, 0.0, 0.0], [0.0, -0.1, 0.5], [0.7, 0.4, -0.3], [0.0, 0.0, 0.0], [0.0, 0.0, 0.0], [0.0, 0.0, 0.0], [0.0, 0.0, 0.0], [0.0, 0.0, 0.0], [0.0, 0.0, 0.0], [-0.1, -0.1, 0.0], [0.0, 0.0, 0.0], [0.0, 0.0, 0.0], [0.0, 0.0, 0.0], [0.0, 0.0, 0.0], [0.0, 0.0, 0.0], [-0.1, 0.3, -0.1], [0.2, -0.3, 0.0], [-0.2, -0.1, 0.1], [0.1, 0.2, 0.1], [0.2, -0.3, 0.5], [-0.3, 0.4, 0.0], [0.2, -0.2, 0.2], [-0.1, 0.1, -0.1], [0.0, 0.0, 0.0], [0.0, 0.1, 0.0], [0.0, 0.0, -0.1], [0.0, -0.1, 0.0], [0.0, 0.0, 0.0], [0.0, -0.1, 0.0], [0.0, 0.0, 0.0], [0.0, 0.0, 0.0], [0.0, 0.0, 0.0], [0.0, 0.0, 0.0], [0.0, 0.0, 0.0], [0.0, 0.0, 0.0], [0.0, 0.0, 0.0], [0.0, 0.1, 0.0], [0.0, 0.0, 0.0], [0.0, 0.0, 0.0], [0.0, 0.0, 0.0]], "homo_lumo_gap_ev": [7.2, 6.8], "multiplicity": 5, "lumo_ev": [-0.3, -0.9], "s_squared": 6.043, "energy_ha": -2859.9925}



# 3
{"formula": "C21H25B2Be2Br3ClF3MgN2O22S2", "method": "the ωB97M-V functional and the def2-TZVPD basis", "species": ["C", "O", "C", "C", "C", "C", "C", "O", "C", "O", "B", "O", "O", "H", "H", "H", "H", "H", "H", "H", "H", "H", "H", "H", "H", "H", "H", "H", "Be", "Cl", "C", "C", "C", "C", "C", "C", "N", "O", "O", "H", "H", "H", "H", "H", "N", "S", "O", "O", "F", "S", "O", "O", "F", "B", "O", "C", "O", "C", "O", "O", "O", "C", "O", "C", "O", "O", "C", "C", "O", "C", "O", "O", "H", "H", "H", "H", "C", "Br", "Br", "Br", "H", "Be", "F", "Mg"], "xyz": [[-0.14426, 7.61890, 1.97766], [-1.14015, 8.13024, 1.11209], [-1.73824, 7.13812, 0.29968], [-2.64724, 6.12398, 1.09976], [-2.48627, 4.61450, 0.67017], [-1.05734, 4.01751, 0.71428], [-0.42455, 3.90855, 2.11351], [-1.01258, 2.78806, 2.84451], [-1.99284, 3.20774, 3.68101], [-3.01945, 2.61394, 3.81098], [1.13239, 3.54632, 1.90476], [1.90599, 4.10613, 0.96350], [1.77117, 2.60315, 2.80045], [0.30794, 6.67298, 1.62433], [0.65471, 8.37247, 2.04008], [-0.60586, 7.42444, 2.99193], [-2.39045, 7.68946, -0.39596], [-0.99403, 6.61915, -0.32467], [-3.71199, 6.40297, 0.82469], [-2.47664, 6.26292, 2.22224], [-2.79530, 4.59737, -0.39129], [-3.22599, 4.00568, 1.22355], [-0.39327, 4.55912, 0.02753], [-1.12010, 2.99250, 0.30966], [-0.48387, 4.83989, 2.72643], [-1.86420, 4.13787, 4.28301], [1.80198, 3.62156, 0.07496], [2.69450, 2.52351, 2.47460], [2.90846, 1.05805, 2.89419], [5.15522, 1.99804, 2.06280], [2.14361, -5.10313, 0.71451], [2.89543, -4.33416, 1.59571], [2.85825, -2.95389, 1.51388], [2.05923, -2.35598, 0.54781], [1.31131, -3.11282, -0.33980], [1.35717, -4.49207, -0.25383], [1.99187, -0.90222, 0.46296], [2.69876, -0.23641, 1.26726], [1.28775, -0.41172, -0.35192], [2.17047, -6.18302, 0.78284], [3.50826, -4.81387, 2.34679], [3.44672, -2.36295, 2.20059], [0.69430, -2.64625, -1.09518], [0.77758, -5.09465, -0.93854], [-6.13311, 3.76284, 5.84860], [-7.58542, 3.22732, 5.50752], [-8.67123, 3.95783, 6.06451], [-7.73096, 1.81605, 5.40277], [-7.63202, 3.68271, 3.97494], [-5.74270, 3.55769, 7.36940], [-4.59703, 4.33027, 7.73676], [-5.80899, 2.23188, 7.87652], [-6.90005, 4.30104, 8.13845], [-0.91092, -7.99862, -3.83118], [-0.29733, -7.54567, -2.56365], [1.00983, -7.64907, -2.67750], [1.80893, -7.36791, -1.84524], [1.32236, -8.19603, -4.07796], [2.43861, -8.41331, -4.51507], [0.22628, -8.38961, -4.72166], [-1.81259, -9.13476, -3.60672], [-3.02712, -8.79396, -4.03047], [-3.98891, -9.48253, -3.99217], [-2.95979, -7.36272, -4.57250], [-3.85979, -6.74394, -5.02910], [-1.70899, -6.92817, -4.44271], [3.66810, 0.98792, -3.70956], [4.79440, 0.19256, -3.09937], [4.15362, -1.03957, -2.75694], [3.06489, -1.17114, -3.55846], [2.40918, -2.15978, -3.63990], [2.82140, -0.03252, -4.24641], [4.00638, 1.66351, -4.49198], [3.10559, 1.55804, -2.96670], [5.59742, -0.01248, -3.81026], [5.21684, 0.66981, -2.21778], [5.07881, -8.37234, -7.69578], [5.97118, -6.70449, -7.97519], [6.28596, -9.85174, -7.55573], [3.95410, -8.22998, -6.08784], [4.42776, -8.55158, -8.54266], [-0.74681, 6.22126, 4.61435], [0.89541, 2.35427, -0.37824], [-3.95177, 6.42495, 2.99143]], "forces_ev_per_angstrom": [[0.4, 0.1, -0.2], [-0.2, -0.9, 0.0], [-0.5, 0.8, 0.0], [0.0, -0.6, -0.7], [-0.1, 0.4, 0.0], [-0.9, 0.3, 0.4], [1.3, -1.1, -0.2], [-0.5, 1.6, 0.5], [-1.0, -1.1, -0.1], [0.1, 0.2, 0.0], [0.5, -0.2, -2.0], [0.0, 0.6, 0.9], [1.0, -2.4, 0.9], [-0.2, 0.4, -0.1], [-0.4, -0.2, 0.3], [0.5, 0.3, -0.5], [0.2, -0.2, 0.3], [-0.2, -0.2, 0.5], [0.3, 0.0, 0.4], [1.8, -0.2, -1.4], [-0.1, 0.0, 0.5], [0.4, 0.0, -0.2], [-0.1, -0.2, 0.3], [0.3, 0.4, 0.1], [-0.2, -0.3, -0.3], [0.7, -0.1, -0.4], [-0.7, -0.8, 0.1], [0.6, 3.0, -1.2], [1.0, -0.3, -3.2], [-3.1, -1.2, 1.5], [0.0, 0.0, 0.0], [-0.1, 0.0, -0.1], [0.1, 0.1, 0.2], [0.4, -0.3, 0.3], [-0.3, 0.1, -0.4], [0.1, 0.0, 0.2], [-0.8, -0.6, -0.2], [0.6, 1.2, 2.0], [0.2, 0.3, 0.1], [0.0, 0.0, 0.0], [0.0, 0.0, 0.0], [0.0, 0.1, -0.1], [0.1, 0.1, 0.0], [0.0, 0.1, 0.0], [0.1, 0.0, 0.0], [-2.3, -0.6, -1.8], [0.5, 0.3, 0.4], [0.7, 0.0, 0.4], [0.7, 0.3, 0.1], [0.7, 0.4, 2.9], [0.2, 0.2, -1.2], [-0.1, -0.3, -0.8], [-0.1, 0.0, -0.3], [-1.3, 0.1, 0.2], [0.6, -0.4, -1.1], [-0.2, 0.8, 2.4], [0.3, -0.1, -0.4], [-0.3, -0.9, -2.5], [-0.3, 0.2, 1.6], [0.4, 0.3, 0.6], [0.4, 0.8, -0.3], [-0.2, -1.8, 0.6], [-0.1, 0.2, -0.1], [0.0, 1.8, -0.7], [-0.1, -0.2, 0.1], [0.3, -0.8, 0.3], [0.0, 0.5, 0.0], [0.4, 0.2, 0.1], [-0.2, 0.0, -0.1], [-0.1, 0.1, -0.1], [0.0, -0.2, 0.1], [0.2, -0.2, 0.2], [-0.1, -0.1, -0.1], [0.0, -0.1, 0.0], [-0.1, 0.0, 0.0], [-0.1, -0.2, 0.1], [0.4, -0.6, -1.3], [-0.3, -0.1, 0.5], [-0.2, 0.3, 0.2], [0.8, 0.5, -0.2], [0.0, 0.1, 0.1], [-0.9, 0.2, 0.2], [0.3, 0.7, 0.5], [-0.9, -0.2, 1.2]], "homo_lumo_gap_ev": 0.8, "charge": 2, "multiplicity": 1, "lumo_ev": -11.7, "energy_ha": -12136.4782}



# 4
{"formula": "C10H20N3O3P", "method": "the ωB97M-V functional and the def2-TZVPD basis", "species": ["C", "C", "C", "C", "C", "C", "C", "C", "C", "N", "N", "P", "O", "O", "N", "H", "H", "H", "H", "H", "H", "H", "H", "H", "H", "H", "H", "H", "H", "H", "H", "H", "C", "O", "H", "H", "H"], "xyz": [[3.63072, 0.67107, -0.13263], [2.33775, -0.25302, -0.08428], [1.10379, 0.53931, -0.63798], [0.92708, 0.44554, -2.19794], [-0.21823, 0.22874, 0.13762], [-0.36358, -0.88784, 1.08520], [-1.58871, -1.12594, 1.82185], [-2.67343, -0.17930, 1.49568], [-4.06714, -0.32444, 2.22880], [-4.09197, 0.63381, 3.35988], [-2.37283, 0.76719, 0.56670], [-3.76560, 1.87525, 0.16027], [-3.20149, 2.89555, -1.03955], [-4.93245, 0.96236, -0.66911], [-1.26329, 1.03486, -0.09147], [3.39642, 1.74698, -0.32650], [4.38081, 0.26417, -0.85142], [4.11650, 0.63876, 0.88512], [2.24463, -0.58642, 0.97507], [2.56797, -1.09500, -0.79783], [1.30177, 1.62703, -0.41551], [0.83225, -0.62541, -2.50051], [0.05614, 1.06130, -2.55006], [1.85321, 0.87136, -2.65495], [0.51076, -1.55811, 1.22740], [-1.72409, -1.94646, 2.55314], [-4.93498, -0.22778, 1.54267], [-4.05767, -1.35486, 2.66353], [-3.17026, 0.56074, 3.80906], [-4.09640, 1.58962, 2.98391], [-3.91642, 2.93119, -1.70919], [-4.78014, 0.01018, -0.52944], [5.17543, -2.20874, -2.07071], [4.53439, -1.07289, -2.38142], [4.84363, -2.73964, -1.14196], [5.13108, -3.03429, -2.81881], [6.27435, -2.13484, -1.89464]], "forces_ev_per_angstrom": [[0.2, -0.2, 1.1], [1.0, 0.7, -1.1], [-0.4, 0.4, 0.9], [0.1, 0.1, 0.4], [0.0, -0.7, 0.3], [-1.2, 0.0, 0.6], [0.6, 2.5, -2.3], [1.8, -2.2, 0.2], [1.4, 0.2, 0.0], [0.5, 0.1, -0.7], [-2.0, -0.6, -0.2], [-1.6, 2.1, -0.4], [-0.9, -1.9, 1.0], [2.0, 0.1, 0.6], [1.5, -1.3, 0.3], [0.1, -0.8, 0.0], [-0.7, 0.2, 0.0], [-0.4, 0.1, -0.9], [-0.3, 0.1, -0.8], [-0.2, 0.5, 0.8], [-0.4, -0.9, -0.1], [0.1, 0.9, 0.1], [0.7, -0.7, 0.4], [-0.7, -0.6, 0.3], [-0.8, 0.6, -0.2], [0.1, 0.7, -0.7], [0.5, 0.1, 0.7], [-0.1, 0.8, -0.5], [-0.6, 0.0, 0.1], [-0.3, -0.4, 0.2], [0.5, 0.0, 0.0], [-0.2, 0.3, -0.4], [0.4, -0.7, 0.1], [-0.4, 0.3, 0.1], [-0.3, 0.1, 0.3], [-0.2, 0.0, -0.3], [0.2, 0.3, 0.0]], "homo_lumo_gap_ev": 2.2, "multiplicity": 1, "lumo_ev": -2.6, "de_lowest_kcal_mol": 77.5, "energy_ha": -1124.1651}